{"formula": "C57H85N7O19", "method": "ωB97M-V/def2-TZVPD", "species": ["O", "O", "O", "O", "O", "O", "O", "O", "O", "O", "O", "O", "O", "O", "O", "O", "O", "O", "O", "N", "N", "N", "N", "N", "N", "N", "C", "C", "C", "C", "C", "C", "C", "C", "C", "C", "C", "C", "C", "C", "C", "C", "C", "C", "C", "C", "C", "C", "C", "C", "C", "C", "C", "C", "C", "C", "C", "C", "C", "C", "C", "C", "C", "C", "C", "C", "C", "C", "C", "C", "C", "C", "C", "C", "C", "C", "C", "C", "C", "C", "C", "C", "C", "H", "H", "H", "H", "H", "H", "H", "H", "H", "H", "H", "H", "H", "H", "H", "H", "H", "H", "H", "H", "H", "H", "H", "H", "H", "H", "H", "H", "H", "H", "H", "H", "H", "H", "H", "H", "H", "H", "H", "H", "H", "H", "H", "H", "H", "H", "H", "H", "H", "H", "H", "H", "H", "H", "H", "H", "H", "H", "H", "H", "H", "H", "H", "H", "H", "H", "H", "H", "H", "H", "H", "H", "H", "H", "H", "H", "H", "H", "H", "H", "H", "H", "H", "H", "H"], "coordinates": [[1.4247, 3.2833, 2.7069], [-2.7597, 1.0348, 1.7964], [-1.9971, 1.2876, 4.3299], [-3.1113, -1.7782, 1.7807], [-2.2593, 6.8892, -3.6370], [2.9717, 1.1438, 4.1094], [4.7556, 3.2542, -3.3133], [5.3916, -2.7827, 4.4937], [0.6735, -1.5337, -0.6727], [-1.8882, 2.4167, -7.7018], [1.6812, -0.8676, 9.1253], [-3.0480, -0.7971, -3.9414], [-1.6533, 3.9997, 1.0026], [-7.4213, 4.0141, 1.3650], [-1.6166, -6.0427, -1.2923], [2.9951, -3.1727, -0.6489], [2.9484, -7.7284, 2.2573], [3.8860, 5.2629, -1.7887], [2.1549, -2.9288, -5.1821], [0.8221, -2.6322, -3.4004], [5.4569, -4.0377, 2.5717], [-0.3274, -0.2382, 0.8935], [-1.9607, 1.2834, -5.7579], [2.8998, 2.3538, -4.2125], [-4.2784, -2.5225, -4.5954], [-2.2507, 0.9513, 6.5182], [3.1386, -0.8151, 7.1848], [-4.5137, 2.3020, 2.8340], [3.7920, 3.4957, -0.1670], [2.0218, -5.5450, 1.9067], [-3.8730, 1.1497, -7.2282], [-1.8665, -4.8820, -0.5631], [-2.2456, -2.0943, -5.8224], [-3.9696, 1.6981, 1.7064], [5.1213, -2.9220, 3.2986], [2.1230, 3.7523, 1.6115], [5.8909, -5.2375, 3.2782], [2.3478, 5.4594, -0.0522], [1.5026, 1.1462, 6.0288], [3.4637, -0.2720, 5.9934], [-1.6260, -4.8875, 0.7869], [-2.8198, -2.7143, -0.3573], [2.7151, -1.1296, -3.6683], [-2.1990, 4.8737, -2.4908], [-2.0586, 4.1108, -1.3397], [0.4675, -0.6552, 1.9825], [0.1391, -3.8631, -3.5236], [2.0153, 2.6375, -3.0767], [-4.5940, 1.9930, 0.4847], [-5.3623, -2.3038, -3.6746], [-1.7140, -0.9265, 5.1211], [3.7247, -5.3579, -0.2815], [1.7014, 4.9672, 1.0823], [-6.2676, 3.3368, 1.5436], [-2.4775, 1.7339, -6.9096], [-2.6262, -2.7184, 0.9925], [-3.2137, -1.7816, -4.6903], [-5.7520, 2.7194, 0.4057], [-1.9728, 0.5157, 5.3032], [3.1728, 2.9913, 1.0073], [4.8436, 2.5905, -5.5745], [-0.1450, -0.6831, -0.3509], [-1.7820, 4.7447, -0.1312], [4.3576, -1.8486, 2.5664], [2.8936, -4.3263, 0.0473], [-5.6086, 3.1104, 2.7546], [3.7869, -6.4867, 0.5063], [3.3267, 4.6878, -0.6973], [-2.3765, 2.3252, 6.8716], [-2.4045, -3.7542, -1.1736], [1.8544, -2.2602, -4.1773], [1.2047, 0.5675, 7.2853], [-2.1044, 6.2662, -2.4319], [-1.0072, -0.0545, -1.5179], [-1.9936, -3.7865, 1.5664], [2.6382, 0.6786, 5.3411], [-0.6181, 1.6219, -5.4054], [2.0132, -0.3734, 7.8921], [-1.7011, 6.1743, -0.0784], [2.0356, -4.4287, 1.1034], [4.1857, 2.6961, -4.2287], [2.9233, -6.5718, 1.5815], [-1.8345, 6.8873, -1.2557], [1.3442, -5.7720, 2.7570], [-6.0021, 3.5697, 3.6315], [2.0846, 6.4328, -0.4835], [-4.4592, 1.9982, -7.6019], [-1.2259, -0.7391, -2.3557], [-1.8936, -5.7962, -2.1903], [-0.8419, -3.7316, -3.0442], [-2.1012, 3.0028, -1.3928], [4.4687, -7.2625, 0.2459], [0.7366, -2.2443, -2.4899], [-0.6196, -1.0914, 5.0368], [-1.4087, -1.4007, -5.8949], [4.2627, 4.5621, -2.3502], [4.6308, 3.0433, -0.6398], [4.3408, -0.6978, 5.5096], [-3.0243, -0.9312, 1.3426], [-1.7100, 7.9412, -1.2508], [2.1895, -2.6645, -0.5892], [4.7576, 3.6113, -5.9305], [4.2869, -1.9857, 1.4614], [-2.4485, 1.0485, 2.7568], [1.7085, 3.6928, -3.0556], [-6.3110, -2.4334, -4.1873], [0.1162, 1.3313, -6.1670], [3.3506, -1.4513, -2.8638], [5.9191, 2.3658, -5.5073], [-4.3557, -3.3106, -5.2082], [0.4959, 3.2342, 2.4778], [0.5175, 0.1460, 2.7177], [6.3594, -5.9430, 2.5949], [2.4936, 2.0225, -5.0580], [-1.9030, 0.4636, -1.2170], [2.2295, -7.5554, 2.8707], [-0.2847, 0.6629, -1.9091], [2.3270, 1.8616, 3.9083], [0.7069, -4.6720, -3.0385], [0.0348, -4.0973, -4.5976], [-1.8334, 3.0511, 0.8158], [2.4278, -1.4117, 9.3886], [3.3630, -0.7397, -4.4459], [-2.1802, -1.2876, 4.1956], [6.5821, -5.0431, 4.0813], [-3.3442, -1.8432, -0.7586], [1.1558, 1.9801, -3.1782], [0.1457, -1.5468, 2.5123], [0.8817, 5.5155, 1.5027], [-3.3318, 2.7531, 6.5641], [-3.9992, 2.0530, 3.7599], [4.2597, -5.1828, -1.2042], [1.9633, -0.3549, -3.3658], [2.5324, 2.3616, -2.1622], [1.3484, -3.6166, 1.2528], [-5.3581, -2.9688, -2.8077], [5.0524, -5.7263, 3.8163], [-4.4011, 0.7284, -6.3624], [3.7912, -1.6203, 7.5228], [-2.2404, 7.8242, -3.4397], [3.3483, -1.9079, 2.9251], [-7.4651, 4.6262, 2.0963], [-1.8467, -3.0934, -5.7013], [4.3500, 1.9382, -6.2710], [0.3744, 0.9708, 7.8860], [-1.4236, 6.7113, 0.8220], [4.7655, -0.9001, 2.8570], [-1.7413, -3.7237, 2.6135], [-4.3077, 1.6177, -0.4964], [-2.5272, 0.8639, -5.0383], [5.1175, -4.1802, 1.6238], [-0.4909, 2.7158, -5.3544], [-2.3709, 4.4031, -3.4779], [-1.5996, 2.8938, 6.3868], [1.4804, -0.8574, 1.6576], [-1.0592, 0.3915, 1.1190], [-0.2942, 1.1406, -4.5021], [3.4615, 2.0157, 1.4238], [-6.2792, 2.8902, -0.5489], [-1.1128, -5.7325, 1.2493], [-2.6376, -3.7878, -2.2327], [0.8511, 2.0138, 5.7355], [-2.8324, -2.0672, -6.7164], [-3.8448, 0.3616, -8.0148], [-2.0665, -1.5089, 5.9628], [-2.2310, 2.3312, 7.9231], [-5.3806, -1.2912, -3.2246], [-1.9883, 0.3636, 7.3150]], "forces_ev_per_a": [[0.390, -0.859, 0.732], [-0.163, -0.066, 0.093], [0.150, 0.119, 0.165], [-0.449, 1.418, 1.371], [0.035, 0.407, 0.262], [-0.532, 0.541, 0.050], [0.543, 0.023, 1.079], [-0.136, -0.419, -0.906], [0.711, -0.404, 0.364], [0.759, 0.833, -0.640], [0.077, 0.042, -0.116], [0.004, -0.681, -0.398], [0.229, -0.637, 0.511], [-0.127, 0.520, 0.451], [-0.213, 1.173, -0.146], [0.656, 0.089, -0.869], [-0.609, -0.376, 1.112], [-0.118, 0.028, -0.173], [-0.418, 1.068, 0.744], [0.027, 1.032, 0.190], [0.129, -0.095, 0.798], [-0.006, -0.274, -0.716], [0.517, -0.018, 0.675], [-0.756, 0.007, 0.911], [-1.550, -1.501, 0.127], [0.394, -1.157, 1.534], [-0.367, -0.443, 1.247], [1.198, -1.146, 0.075], [-1.274, 0.080, 1.569], [0.507, -1.532, 0.079], [-0.228, 0.409, -0.123], [-0.028, -0.677, -0.777], [-0.133, -0.155, 0.773], [-0.362, 1.346, -0.470], [0.153, -0.247, 0.019], [0.615, -0.515, -1.182], [-0.621, -0.412, 0.346], [-0.345, -0.367, -0.006], [-0.071, -0.174, 0.699], [-0.028, 0.488, -2.165], [0.423, 0.172, 1.135], [-0.468, 0.896, -1.471], [-1.623, 0.898, -0.491], [-0.120, -0.301, -0.387], [0.272, -0.095, -0.323], [1.253, -0.107, 1.137], [-0.381, -0.884, -0.830], [0.328, -0.246, -0.456], [0.538, -1.250, -0.673], [-0.773, 0.668, 0.991], [0.807, -0.879, -0.241], [0.515, 0.153, -0.631], [1.238, -0.086, -1.057], [1.053, -1.496, -0.747], [-1.730, -1.830, -0.173], [0.398, -1.527, -0.407], [2.292, 2.888, 0.382], [-0.816, 0.964, 0.221], [-0.307, 0.197, -1.333], [-0.714, 0.843, -0.085], [0.778, 0.169, 0.223], [-1.843, 0.247, -1.798], [-0.429, 1.176, -0.119], [0.133, -0.716, -1.037], [-0.069, 0.499, 0.103], [-1.255, 0.675, -0.540], [-0.280, 0.864, -0.408], [0.009, 1.302, 0.426], [-0.108, 0.540, -0.801], [-0.478, -0.411, 0.586], [1.485, -2.115, -1.262], [-0.271, 0.833, 0.373], [-0.242, -2.048, -1.342], [1.446, -0.431, 0.753], [0.841, -1.045, -0.098], [-0.364, 0.148, 1.022], [0.971, 1.062, -0.671], [0.063, -0.120, -0.812], [0.405, -1.923, 0.019], [-1.047, 0.357, 0.893], [0.031, 0.292, -1.278], [0.348, 0.658, -0.898], [0.017, 0.049, 0.714], [0.272, 0.743, -0.647], [-0.216, 0.237, 0.701], [0.060, -0.498, 0.137], [-0.035, -0.348, -0.083], [0.097, 0.000, 0.771], [0.287, -0.593, 0.167], [0.432, -0.316, -0.301], [-0.025, 0.818, 0.083], [0.193, -0.659, 0.074], [0.143, 0.812, 0.753], [-0.497, 0.157, 0.028], [-0.302, 0.055, 0.231], [0.227, -0.115, -0.099], [0.404, -0.617, -0.196], [-0.155, 0.331, -0.262], [-0.212, 0.746, 0.102], [0.063, 0.909, 0.138], [-0.730, 0.584, 0.198], [0.112, 0.204, -0.404], [0.366, 0.164, 0.751], [-0.223, 0.008, -0.492], [0.062, -0.322, 0.104], [-0.067, -0.090, -0.108], [-0.353, -0.233, -0.208], [-0.033, -0.148, 0.641], [-0.515, -0.026, 0.121], [-0.069, -0.181, -0.179], [-0.359, 0.147, -0.041], [0.027, 0.079, 0.042], [-0.167, 0.048, -0.093], [-0.191, -0.217, -0.391], [-0.304, 0.156, 0.264], [-0.026, -1.037, 0.705], [-0.183, 0.380, -0.206], [0.611, -0.342, -0.366], [-0.307, -0.009, -0.107], [-0.057, -0.092, 0.514], [0.026, 0.908, 0.093], [-0.055, -0.162, 0.314], [-0.160, -0.035, -0.232], [0.059, 0.171, 0.212], [0.462, 0.591, -0.006], [0.134, -0.268, -0.251], [-0.148, 0.193, 0.055], [-0.496, -0.311, -0.140], [-0.193, 0.099, 0.381], [-0.030, -0.090, 0.223], [-0.367, 0.512, 0.070], [0.500, -0.435, 0.051], [1.077, -0.240, 0.213], [-0.009, 0.208, 0.105], [-0.265, 0.296, 0.282], [0.230, -0.262, -0.176], [0.145, 0.085, -0.583], [0.283, 0.121, -0.052], [-0.219, 0.182, 0.364], [-0.017, 0.538, -0.369], [-0.649, 0.101, 0.367], [-0.556, 0.459, 0.301], [0.092, -0.305, -0.033], [-0.182, -0.374, -0.261], [0.329, -0.208, -0.378], [-0.195, -0.309, 0.099], [0.109, 0.563, -0.090], [-0.119, -0.244, 0.214], [0.688, -0.321, 0.389], [-0.167, -0.353, -0.153], [-0.063, 0.339, 0.442], [-0.031, -0.233, 0.374], [0.060, 0.322, 0.742], [0.325, 0.398, -0.114], [0.258, 0.048, -0.144], [-0.748, 0.528, -0.358], [-0.273, -0.166, 0.593], [-0.121, 0.578, -0.070], [0.491, -0.190, 0.549], [-0.245, 0.154, -0.218], [-0.045, 0.260, 0.062], [0.861, -1.058, -0.251], [-0.149, -0.002, -0.844], [0.299, 0.679, 0.461], [-0.086, -0.174, 0.144], [-0.158, 0.617, 0.940], [0.444, -0.440, -0.694], [-0.345, -0.013, -0.859]], "lowdin_charge": [-0.01, -0.06, -0.01, 0.06, 0.05, 0.02, 0.04, 0.02, 0.01, 0.07, 0.04, -0.03, 0.02, 0.06, 0.04, 0.04, 0.06, 0.03, 0.01, 0.01, 0.03, 0.06, 0.01, 0.04, 0.02, 0.02, -0.03, -0.01, -0.03, -0.01, 0.00, -0.31, 0.03, -0.29, -0.52, -0.31, -0.08, 0.00, -0.02, -0.01, -0.01, -0.02, 0.02, -0.01, -0.02, -0.05, -0.07, -0.03, -0.03, -0.06, 0.02, -0.02, -0.02, -0.33, -0.57, -0.40, -0.54, -0.02, -0.53, 0.02, 0.01, -0.47, -0.31, 0.00, -0.37, -0.01, -0.01, -0.36, -0.06, -0.03, -0.53, -0.05, -0.34, 0.03, 0.00, -0.31, -0.09, -0.33, 0.00, -0.03, -0.54, -0.36, -0.04, 0.13, 0.11, 0.12, 0.08, 0.06, 0.09, 0.05, 0.11, 0.12, 0.06, 0.10, 0.08, 0.04, 0.11, 0.11, 0.06, 0.11, 0.04, 0.09, 0.09, 0.07, 0.11, 0.08, 0.09, 0.08, 0.10, 0.14, 0.09, 0.09, 0.08, 0.12, 0.05, 0.09, 0.06, 0.08, 0.10, 0.09, 0.09, 0.10, 0.08, 0.08, 0.07, 0.13, 0.04, 0.08, 0.10, 0.09, 0.11, 0.13, 0.08, 0.08, 0.10, 0.08, 0.09, 0.06, 0.13, 0.10, 0.07, 0.10, 0.07, 0.07, 0.11, 0.11, 0.07, 0.12, 0.11, 0.09, 0.11, 0.10, 0.13, 0.08, 0.08, 0.08, 0.05, 0.11, 0.13, 0.12, 0.10, 0.13, 0.08, 0.09, 0.09, 0.08, 0.10, 0.15], "charge": 0, "orbital_gap_ev": 8.01, "e_tot_ev": -109823.9974, "e_lumo_ev": 0.2, "homo_energy_ev": -7.8, "fmax_ev_per_a": 3.71}